Computed, not measured: a cluster of 10 separate species, C47H94Cl3IN11O14PS in total at a distorted geometry, with ωB97M-V/def2-TZVPD.

CARTESIAN COORDINATES (ANGSTROEM)
1 C -2.47601 5.73852 4.74545
2 C -2.05180 6.15580 3.29234
3 C -2.52688 5.07117 2.26461
4 C -1.39279 4.02739 1.84815
5 N -0.99785 3.33753 3.06903
6 C -0.11045 2.15089 2.90333
7 C 1.09080 2.52351 3.85409
8 Cl 2.26900 1.24068 4.27762
9 C 1.92068 3.82388 3.32797
10 C 1.34981 5.17367 3.88874
11 Cl 3.61082 3.71619 4.08126
12 O 0.32607 2.28664 1.51748
13 S 1.35985 1.15318 0.99343
14 O 1.12942 1.00307 -0.43716
15 O 2.76511 1.50638 1.14367
16 C 1.05086 -0.47210 1.76190
17 C 0.80432 -1.55570 0.64312
18 C 2.18419 -1.90009 -0.01071
19 O 2.64852 -3.20919 0.34759
20 C 4.08374 -3.21486 0.43391
21 C 4.56818 -2.89231 1.89283
22 C -0.14891 -0.55008 2.79460
23 Cl 0.54796 -1.49969 4.22563
24 C -0.88176 0.79546 3.15723
25 C -2.11232 0.86380 2.12374
26 C -3.34480 1.44428 2.49643
27 C -4.46051 1.50925 1.53494
28 C -4.08333 0.95717 0.28017
29 C -2.78543 0.45512 0.06851
30 N -1.76154 0.35776 0.91710
31 P -1.76848 0.70037 4.86259
32 O -2.40101 -0.87466 4.94540
33 I -0.27168 0.86732 6.78571
34 H -2.38447 6.64520 5.39258
35 H -3.56468 5.47652 4.78068
36 H -1.93213 4.85838 5.14781
37 H -2.64614 7.07916 3.06500
38 H -0.98842 6.44604 3.19783
39 H -3.36428 4.46770 2.68812
40 H -2.90685 5.54373 1.32816
41 H -1.91501 3.39664 1.08202
42 H -0.60162 4.66446 1.38475
43 H -1.73567 3.16867 3.74143
44 H 0.63464 2.89742 4.80271
45 H 2.11416 3.80882 2.24262
46 H 2.10462 5.77767 4.43107
47 H 1.05199 5.77938 2.99541
48 H 0.42725 4.99734 4.47991
49 H 2.00074 -0.78406 2.25259
50 H 0.02817 -1.23071 -0.07416
51 H 0.41994 -2.49439 1.11541
52 H 2.95516 -1.17561 0.35836
53 H 2.17272 -1.77910 -1.12539
54 H 4.44403 -4.25213 0.16106
55 H 4.54987 -2.49324 -0.27735
56 H 5.66202 -3.08978 2.00930
57 H 4.42177 -1.80962 2.13767
58 H 4.05350 -3.56538 2.61438
59 H -0.84331 -1.32054 2.38776
60 H -3.61388 1.91106 3.46154
61 H -5.43128 1.95262 1.80101
62 H -4.81575 0.96678 -0.54403
63 H -2.56920 0.07801 -0.95378
64 H -1.99162 -1.28919 5.72656
65 C -2.87180 -5.56694 3.89365
66 N -2.58616 -4.39698 3.08716
67 C -2.34669 -4.33396 1.75092
68 C -2.37171 -5.62187 0.96843
69 O -2.11993 -3.25572 1.22171
70 H -3.84564 -5.43364 4.36923
71 H -2.10853 -5.65026 4.66985
72 H -2.88270 -6.47671 3.30135
73 H -2.55259 -3.49589 3.54340
74 H -2.16338 -5.40850 -0.07742
75 H -1.60686 -6.30511 1.34148
76 H -3.35663 -6.08722 1.03769
77 C 6.29987 3.03344 7.39604
78 N 5.55388 4.26055 7.20181
79 C 5.71688 5.45219 7.83261
80 C 6.80154 5.55589 8.87559
81 O 4.99655 6.40180 7.55003
82 H 6.76052 2.75147 6.44724
83 H 5.60512 2.24704 7.69805
84 H 7.07143 3.14174 8.15223
85 H 4.81154 4.26539 6.51794
86 H 6.80803 6.56505 9.28688
87 H 6.61338 4.85063 9.68807
88 H 7.77655 5.35903 8.42668
89 C -3.21156 -2.55806 -4.77542
90 N -3.24201 -1.46498 -3.82333
91 C -4.17009 -0.48030 -3.69709
92 C -5.33846 -0.48492 -4.64742
93 O -4.03953 0.37296 -2.82938
94 H -3.20949 -3.49797 -4.22084
95 H -2.28760 -2.48635 -5.35218
96 H -4.06247 -2.53802 -5.44945
97 H -2.49164 -1.39612 -3.15203
98 H -5.98720 0.35735 -4.42028
99 H -4.98814 -0.38578 -5.67679
100 H -5.91417 -1.40463 -4.53324
101 C 5.52628 -7.10271 -4.40933
102 N 5.75560 -6.31016 -3.21724
103 C 4.83506 -5.79236 -2.36071
104 C 3.37843 -6.05153 -2.65043
105 O 5.19551 -5.13980 -1.39240
106 H 6.02999 -8.06417 -4.29152
107 H 5.95936 -6.58016 -5.26466
108 H 4.46879 -7.27073 -4.58862
109 H 6.70714 -6.09588 -2.95961
110 H 2.77138 -5.57603 -1.88228
111 H 3.10460 -5.62900 -3.61903
112 H 3.17565 -7.12396 -2.63840
113 C 1.67523 -1.09225 -6.68735
114 N 0.74742 -2.20079 -6.55578
115 C 1.02585 -3.51309 -6.35232
116 C 2.47444 -3.91502 -6.24096
117 O 0.11551 -4.32758 -6.26653
118 H 1.45341 -0.36536 -5.90427
119 H 1.51601 -0.62405 -7.66061
120 H 2.71023 -1.40803 -6.60435
121 H -0.24024 -2.00692 -6.61979
122 H 2.53542 -4.98951 -6.08127
123 H 3.00635 -3.67088 -7.16203
124 H 2.94213 -3.41105 -5.39310
125 C 0.12575 0.38717 -11.28569
126 N 1.43006 0.55666 -10.67113
127 C 2.00413 1.70316 -10.21269
128 C 1.22026 2.98469 -10.33986
129 O 3.12026 1.67080 -9.71765
130 H -0.45549 -0.31470 -10.68469
131 H 0.26239 -0.03412 -12.28325
132 H -0.41260 1.32680 -11.36254
133 H 2.01342 -0.25756 -10.55235
134 H 1.80784 3.80415 -9.93282
135 H 1.01053 3.19687 -11.38966
136 H 0.28736 2.91472 -9.77769
137 C -2.49019 -7.30401 -10.17137
138 N -2.30735 -5.94771 -10.64874
139 C -2.03780 -4.82866 -9.92220
140 C -1.90460 -4.97504 -8.42854
141 O -1.91147 -3.74951 -10.48447
142 H -1.74478 -7.94504 -10.64657
143 H -3.48580 -7.64543 -10.46224
144 H -2.38762 -7.37234 -9.09283
145 H -2.38230 -5.77377 -11.63945
146 H -1.69027 -4.00559 -7.99021
147 H -2.83739 -5.34921 -8.00133
148 H -1.08294 -5.64978 -8.18785
149 C 2.92320 7.50442 11.07269
150 N 4.19442 7.76450 10.42975
151 C 5.06477 8.78032 10.67049
152 C 4.69430 9.78465 11.73398
153 O 6.10755 8.86184 10.03848
154 H 2.96094 6.51498 11.53385
155 H 2.14056 7.50799 10.31108
156 H 2.69042 8.24577 11.83133
157 H 4.50504 7.13028 9.70443
158 H 5.48231 10.53021 11.81111
159 H 3.76398 10.29022 11.46896
160 H 4.58968 9.28979 12.70128
161 C -9.66194 -0.97356 1.25762
162 N -9.31428 -0.92529 -0.14895
163 C -8.07994 -1.01817 -0.71554
164 C -6.89689 -1.19433 0.20236
165 O -7.95699 -0.95833 -1.92942
166 H -10.34857 -1.80698 1.41931
167 H -10.16760 -0.04331 1.52455
168 H -8.78753 -1.10101 1.88834
169 H -10.05606 -0.80897 -0.82249
170 H -5.98697 -1.25187 -0.39068
171 H -6.81545 -0.34160 0.87839
172 H -6.99620 -2.11982 0.77268

Output
- E (eV) = -161112.48712
- net charge = 0
- HOMO (eV) = -8.62
- structure (SMILES) = CCCCN[C@]1([C@@H](Cl)[C@@H](C)Cl)OS(=O)(=O)[C@H](CCOCC)[C@@H](Cl)[C@@]1(c1ccccn1)P(O)I.CNC(C)=O.CNC(C)=O.CNC(C)=O.CNC(C)=O.CNC(C)=O.CNC(C)=O.CNC(C)=O.CNC(C)=O.CNC(C)=O

Results of the Löwdin charge analysis, in e, for atoms 1 through 5: C -0.122; C -0.240; C -0.177; C -0.191; N 0.021